Entry 1:
{"formula": "C28H66N9O10Zr", "method": "the ωB97M-V functional and the def2-TZVPD basis", "homo_lumo_gap_ha": 0.1553, "total_charge": 3, "fmax_ev_per_a": 9.70, "de_lowest_ev": 1.240, "e_tot_ev": -65249.451, "e_lumo_ev": -10.48, "species": ["Zr", "C", "O", "H", "H", "H", "C", "O", "N", "C", "C", "H", "H", "H", "H", "H", "H", "H", "C", "O", "N", "C", "C", "H", "H", "H", "H", "H", "H", "H", "C", "O", "N", "C", "C", "H", "H", "H", "H", "H", "H", "H", "C", "O", "N", "C", "C", "H", "H", "H", "H", "H", "H", "H", "C", "O", "N", "C", "C", "H", "H", "H", "H", "H", "H", "H", "C", "O", "N", "C", "C", "H", "H", "H", "H", "H", "H", "H", "C", "O", "N", "C", "C", "H", "H", "H", "H", "H", "H", "H", "C", "O", "N", "C", "C", "H", "H", "H", "H", "H", "H", "H", "C", "O", "N", "C", "C", "H", "H", "H", "H", "H", "H", "H"], "positions_angstrom": [[-25.749, -29.952, -15.526], [-28.573, -29.719, -17.387], [-27.611, -29.945, -16.395], [-29.575, -30.078, -17.127], [-28.764, -28.633, -17.429], [-28.255, -30.023, -18.388], [-26.705, -32.373, -13.276], [-26.530, -31.606, -14.271], [-27.176, -33.572, -13.319], [-27.587, -34.229, -14.554], [-27.284, -34.361, -12.089], [-26.503, -32.047, -12.252], [-28.637, -34.470, -14.390], [-27.018, -35.117, -14.826], [-27.508, -33.612, -15.448], [-26.800, -33.884, -11.241], [-28.327, -34.615, -11.921], [-26.697, -35.268, -12.246], [-24.836, -32.932, -16.999], [-25.474, -31.937, -16.535], [-25.022, -33.432, -18.197], [-24.076, -34.433, -18.713], [-25.949, -32.847, -19.145], [-24.110, -33.523, -16.435], [-23.628, -34.985, -17.892], [-23.296, -33.929, -19.290], [-24.543, -35.115, -19.420], [-26.374, -33.623, -19.771], [-26.753, -32.361, -18.594], [-25.487, -32.073, -19.757], [-33.280, -27.451, -17.557], [-33.545, -27.406, -16.370], [-32.905, -28.585, -18.229], [-33.044, -28.690, -19.648], [-32.886, -29.828, -17.497], [-33.247, -26.555, -18.201], [-33.161, -27.740, -20.178], [-33.936, -29.233, -19.978], [-32.201, -29.137, -20.180], [-33.826, -30.370, -17.629], [-32.041, -30.454, -17.785], [-32.790, -29.619, -16.434], [-27.555, -28.558, -12.924], [-26.854, -29.126, -13.825], [-27.069, -28.152, -11.798], [-27.857, -27.330, -10.889], [-25.668, -28.317, -11.490], [-28.623, -28.369, -13.011], [-27.871, -27.748, -9.884], [-28.865, -27.232, -11.277], [-27.481, -26.310, -10.844], [-25.181, -28.973, -12.204], [-25.165, -27.353, -11.430], [-25.546, -28.781, -10.511], [-29.679, -24.328, -13.614], [-29.344, -25.037, -12.697], [-29.809, -24.751, -14.876], [-30.045, -23.779, -15.949], [-29.365, -26.072, -15.252], [-29.801, -23.247, -13.475], [-30.715, -23.033, -15.524], [-30.646, -24.262, -16.719], [-29.149, -23.366, -16.409], [-29.808, -26.402, -16.186], [-28.264, -26.134, -15.282], [-29.635, -26.755, -14.443], [-30.817, -26.272, -21.720], [-31.117, -27.179, -22.454], [-30.082, -26.461, -20.581], [-29.515, -25.346, -19.864], [-29.787, -27.776, -20.129], [-31.120, -25.228, -21.877], [-29.881, -25.341, -18.837], [-29.725, -24.438, -20.427], [-28.417, -25.361, -19.832], [-30.420, -28.166, -19.329], [-29.858, -28.503, -20.939], [-28.726, -27.772, -19.851], [-29.757, -35.879, -17.085], [-28.605, -36.232, -16.841], [-30.084, -35.117, -18.157], [-29.162, -34.702, -19.193], [-31.401, -34.488, -18.271], [-30.615, -36.350, -16.593], [-29.442, -35.264, -20.087], [-28.142, -35.018, -18.975], [-29.174, -33.615, -19.287], [-31.292, -33.400, -18.205], [-31.773, -34.716, -19.274], [-32.099, -34.837, -17.518], [-31.361, -33.906, -13.898], [-31.665, -34.418, -14.946], [-30.748, -32.698, -13.810], [-30.602, -32.015, -12.528], [-30.429, -31.914, -14.964], [-31.615, -34.376, -12.938], [-29.591, -31.601, -12.433], [-30.853, -32.706, -11.727], [-31.284, -31.160, -12.450], [-29.509, -31.336, -14.847], [-30.410, -32.507, -15.876], [-31.184, -31.128, -15.111], [-25.148, -29.216, -18.987], [-25.296, -29.760, -17.854], [-24.101, -28.520, -19.335], [-24.131, -27.739, -20.583], [-22.995, -28.267, -18.456], [-25.875, -29.351, -19.787], [-24.514, -26.739, -20.374], [-24.796, -28.160, -21.333], [-23.114, -27.686, -20.958], [-22.037, -28.397, -18.962], [-22.961, -27.215, -18.144], [-22.965, -28.857, -17.545]]}

Entry 2:
{"formula": "C28H68AsF6O18P4S", "method": "the ωB97M-V functional and the def2-TZVPD basis", "homo_lumo_gap_ha": 0.3848, "total_charge": -1, "fmax_ev_per_a": 2.79, "e_tot_ev": -192142.858, "e_lumo_ev": 2.12, "species": ["As", "F", "F", "F", "F", "F", "F", "C", "C", "C", "S", "O", "O", "C", "H", "H", "H", "H", "H", "H", "H", "H", "C", "C", "O", "P", "O", "O", "C", "C", "O", "C", "C", "H", "H", "H", "H", "H", "H", "H", "H", "H", "H", "H", "H", "H", "H", "H", "C", "C", "O", "P", "O", "O", "C", "C", "O", "C", "C", "H", "H", "H", "H", "H", "H", "H", "H", "H", "H", "H", "H", "H", "H", "H", "C", "C", "O", "P", "O", "O", "C", "C", "O", "C", "C", "H", "H", "H", "H", "H", "H", "H", "H", "H", "H", "H", "H", "H", "H", "H", "C", "C", "O", "P", "O", "O", "C", "C", "O", "C", "C", "H", "H", "H", "H", "H", "H", "H", "H", "H", "H", "H", "H", "H", "H", "H"], "positions_angstrom": [[-2.765, -0.003, 1.436], [-1.048, 0.303, 1.781], [-2.335, -1.583, 0.732], [-4.433, -0.259, 0.961], [-3.077, 1.572, 2.163], [-2.215, 0.639, -0.149], [-3.057, -0.724, 2.978], [-2.068, 5.042, 5.068], [-1.377, 4.163, 4.011], [-1.583, 4.822, 2.668], [-1.419, 6.637, 2.870], [-2.569, 7.312, 2.278], [-0.057, 7.063, 2.677], [-1.792, 6.528, 4.676], [-1.576, 4.943, 6.034], [-3.117, 4.763, 5.124], [-1.678, 3.116, 4.112], [-0.312, 3.921, 4.133], [-2.644, 4.655, 2.469], [-0.975, 4.552, 1.810], [-2.645, 7.172, 4.881], [-0.960, 6.878, 5.284], [-4.229, -3.135, -3.172], [-4.648, -2.508, -4.508], [-3.973, -1.230, -4.545], [-2.664, -0.988, -5.411], [-2.528, -1.796, -6.637], [-2.637, 0.631, -5.641], [-1.383, 1.256, -5.960], [-1.764, 2.756, -5.838], [-1.472, -1.221, -4.380], [-1.289, -0.443, -3.191], [0.107, -0.130, -2.753], [-4.932, -3.954, -3.000], [-3.182, -3.431, -3.125], [-4.313, -2.429, -2.345], [-4.330, -3.035, -5.409], [-5.725, -2.359, -4.563], [-0.554, 0.961, -5.326], [-1.193, 1.113, -7.025], [-1.258, 3.431, -6.535], [-2.817, 2.941, -6.051], [-1.653, 3.212, -4.852], [-1.835, 0.507, -3.234], [-1.885, -0.880, -2.384], [0.562, 0.568, -3.462], [0.123, 0.298, -1.751], [0.838, -0.942, -2.697], [3.737, 7.874, -3.938], [2.430, 7.726, -3.149], [2.573, 6.938, -1.989], [2.296, 5.351, -1.903], [1.491, 4.795, -3.020], [1.683, 5.217, -0.442], [1.218, 3.961, 0.056], [-0.197, 3.718, -0.492], [3.739, 4.668, -1.696], [4.448, 4.185, -2.849], [4.071, 2.744, -3.163], [3.394, 8.569, -4.708], [4.601, 8.240, -3.381], [4.152, 6.956, -4.356], [2.034, 8.724, -2.964], [1.717, 7.238, -3.821], [1.981, 3.206, -0.175], [1.310, 4.031, 1.144], [-0.424, 2.840, 0.127], [-0.881, 4.561, -0.431], [-0.256, 3.398, -1.531], [4.476, 4.967, -3.605], [5.475, 4.112, -2.472], [3.897, 2.072, -2.320], [3.129, 2.786, -3.715], [4.864, 2.203, -3.684], [6.374, -1.332, -2.994], [4.901, -1.490, -2.753], [4.626, -0.726, -1.538], [3.802, -1.353, -0.333], [4.539, -1.808, 0.867], [2.763, -0.147, -0.110], [2.252, 0.269, 1.187], [3.051, 1.198, 2.094], [2.876, -2.469, -1.041], [2.274, -3.536, -0.307], [3.209, -4.726, -0.179], [6.826, -0.342, -2.959], [7.038, -2.006, -2.451], [6.580, -1.643, -4.029], [4.256, -0.969, -3.465], [4.565, -2.524, -2.805], [1.368, 0.736, 0.748], [1.870, -0.573, 1.767], [2.422, 1.447, 2.946], [4.031, 0.767, 2.280], [3.150, 2.126, 1.524], [1.918, -3.046, 0.607], [1.313, -3.771, -0.771], [4.176, -4.393, -0.573], [3.428, -5.037, 0.840], [3.043, -5.548, -0.876], [0.310, -8.153, 3.411], [-0.531, -7.229, 4.290], [-1.806, -7.875, 4.427], [-3.231, -7.171, 4.426], [-4.362, -8.049, 4.712], [-3.042, -5.877, 5.367], [-2.710, -6.098, 6.725], [-2.241, -4.773, 7.305], [-3.261, -6.610, 2.904], [-4.392, -5.773, 2.576], [-3.828, -4.342, 2.547], [1.362, -7.895, 3.553], [0.110, -9.198, 3.622], [0.141, -7.897, 2.364], [-0.072, -7.143, 5.277], [-0.596, -6.223, 3.876], [-3.592, -6.419, 7.296], [-2.066, -6.977, 6.840], [-1.406, -4.347, 6.748], [-3.056, -4.058, 7.181], [-1.990, -4.826, 8.363], [-4.968, -6.151, 1.733], [-5.099, -5.830, 3.413], [-4.554, -3.530, 2.584], [-3.176, -4.202, 3.406], [-3.214, -4.246, 1.651]]}